Entry from the OMol25 dataset: the ion C5H9N2 with charge +1 (ωB97M-V with the def2-TZVPD basis set).

The LUMO energy is -4.22 eV. The calculation puts the highest occupied orbital energy at -13.5 eV. The orbital gap comes out at 0.343 Ha. As for the energy above the lowest of the compared OMol25 structures with the same formula, charge and spin: 82.32 kcal/mol. The calculation puts the energy at -8302.163 eV. As for the total charge: +1.

```
16
Properties=species:S:1:pos:R:3:forces:R:3
C -0.854 -1.464 -0.260 0.7 -4.3 0.0
C 0.303 -0.553 -0.397 -1.7 0.0 -0.5
C -1.990 -0.856 0.021 0.7 -0.8 -0.8
C -0.547 0.696 -0.242 -1.6 -0.1 0.7
C 1.520 -0.733 0.453 2.8 0.4 -0.6
N -1.835 0.492 -0.060 3.4 3.5 0.4
N 0.058 2.065 -0.058 -0.6 -1.6 1.6
H -0.809 -2.582 -0.416 0.3 1.4 0.4
H 0.714 -0.719 -1.379 -0.4 0.5 -1.1
H -2.899 -1.302 0.265 -1.4 -0.4 0.1
H 1.316 -0.993 1.477 0.2 -0.3 0.3
H 2.001 0.252 0.415 0.2 0.2 0.6
H 2.423 -1.308 -0.045 -2.4 0.4 1.1
H 1.052 1.944 -0.271 -0.2 1.0 -1.2
H 0.141 2.310 0.947 -0.6 -0.3 -0.2
H -0.593 2.751 -0.450 0.8 0.3 -0.7
```
Positions in Å, forces in eV/Å.



Entry from the OMol25 dataset: a cluster of 3 separate species, C38H63ClF18NOPS in total (ωB97M-V with the def2-TZVPD basis set).

The LUMO energy is -2.74 eV. The calculation puts the highest occupied orbital energy at -8.9 eV. The orbital gap comes out at 0.227 Ha. The calculation puts the energy at -125504.714 eV.

```
124
Properties=species:S:1:pos:R:3:forces:R:3
C 4.023 -4.744 2.017 0.0 0.8 1.2
O 3.684 -4.942 0.581 0.6 -1.9 2.2
C 3.771 -6.409 0.401 1.0 -1.2 0.0
C 3.738 -6.893 -1.165 -0.3 0.6 -0.5
C 2.335 -6.544 -1.960 0.3 0.3 -0.4
C 0.976 -6.955 -1.141 -0.5 -0.2 0.3
C -0.416 -6.319 -1.777 1.3 0.2 -0.1
C -0.243 -4.687 -1.723 -0.7 0.8 -0.3
C -1.501 -3.917 -0.941 -0.2 -1.4 -0.9
C -1.692 -4.561 0.566 -1.0 -1.1 -0.4
C -2.073 -3.492 1.739 -0.8 -1.8 -1.1
P -0.865 -2.077 2.078 -1.5 1.3 1.9
Cl 0.885 -3.287 1.764 0.6 -1.1 -0.4
C -0.115 -1.728 3.848 1.8 1.1 0.9
C 1.474 -1.219 3.716 -0.2 1.2 0.6
C 1.667 0.016 4.828 -0.9 0.0 -0.9
C 3.205 0.576 4.917 -0.8 1.0 -0.1
F 3.164 2.063 4.665 0.6 -4.4 0.5
F 4.140 -0.059 3.959 -2.7 2.1 3.2
C 3.667 0.426 6.506 1.2 0.4 2.3
F 5.041 0.924 6.769 -4.7 -2.0 -0.8
F 2.759 1.264 7.374 3.0 -3.1 -3.0
F 3.554 -1.002 6.983 0.5 5.0 -1.6
C -0.406 -0.816 0.738 1.4 1.0 -1.7
C 0.873 -1.215 -0.227 -0.2 1.3 -1.1
C 0.889 -0.045 -1.427 -2.7 -1.5 -0.1
F 0.278 1.235 -1.010 2.4 -3.3 -1.5
F -0.055 -0.596 -2.475 2.6 1.9 2.5
C 2.339 0.048 -2.153 -1.5 -1.9 -3.8
F 2.104 0.714 -3.491 1.3 -1.7 4.6
F 2.666 -1.379 -2.547 -1.0 4.4 1.4
C 3.611 0.576 -1.329 3.6 -2.7 -1.6
F 4.259 -0.660 -0.735 -2.3 4.1 -1.5
F 4.630 1.019 -2.357 -3.4 -0.9 3.7
C 3.463 1.608 -0.108 2.3 -2.0 4.6
F 2.457 1.281 0.943 3.2 0.5 -4.0
F 4.780 1.510 0.641 -4.3 0.1 -2.8
S 3.281 3.422 -0.492 0.0 5.9 1.4
F 1.685 3.492 0.220 3.3 -0.4 -2.2
F 2.682 3.191 -2.068 1.3 0.0 3.4
F 4.928 3.599 -1.014 -3.8 -1.0 0.6
F 3.877 3.746 1.121 -1.4 -0.5 -3.4
F 3.119 5.122 -0.756 0.4 -3.7 0.5
C -2.396 -1.040 2.708 -1.7 1.1 0.6
C -3.233 -1.755 3.884 -2.3 3.5 -0.3
C -4.547 -1.025 4.506 3.6 1.7 -4.4
C -4.795 0.404 3.765 2.7 -2.3 -0.5
C -3.769 0.904 2.638 -0.7 -0.4 0.9
N -2.560 0.275 2.044 -5.0 -2.9 5.8
H 3.379 -5.442 2.736 1.3 1.3 -1.7
H 3.800 -3.637 2.391 0.3 -2.3 -1.3
H 5.166 -4.938 2.251 -2.2 0.2 -0.7
H 2.962 -6.943 1.082 1.4 1.1 -1.5
H 4.830 -6.752 0.832 -2.1 0.6 -0.9
H 4.605 -6.295 -1.726 -1.8 -1.4 1.2
H 3.942 -8.060 -1.293 -0.3 2.6 0.7
H 2.404 -5.392 -2.242 -0.5 -2.4 0.8
H 2.342 -7.117 -3.003 0.0 1.1 2.2
H 1.018 -6.586 -0.021 0.1 -0.6 -2.2
H 0.885 -8.133 -1.099 0.3 2.3 -0.1
H -1.375 -6.704 -1.216 2.0 0.8 -1.0
H -0.471 -6.652 -2.898 -0.1 0.6 2.1
H 0.749 -4.378 -1.186 -1.8 -0.8 -1.0
H -0.193 -4.311 -2.850 -0.1 -0.5 2.5
H -2.461 -4.191 -1.597 1.9 0.7 1.6
H -1.422 -2.752 -0.971 0.1 -2.2 0.2
H -0.827 -5.331 0.858 -1.7 2.1 -0.6
H -2.654 -5.265 0.464 2.0 1.5 0.4
H -3.109 -3.001 1.405 2.3 -1.1 1.0
H -2.191 -4.129 2.742 0.1 1.6 -2.1
H -0.663 -0.811 4.380 0.9 -2.3 -1.2
H -0.104 -2.690 4.517 -0.3 1.8 -1.3
H 2.246 -2.069 3.936 -1.6 1.7 -0.7
H 1.627 -0.695 2.658 0.0 -1.5 2.3
H 1.219 -0.278 5.895 1.4 0.6 -2.3
H 0.973 0.904 4.440 1.8 -1.7 0.9
H -0.053 0.181 1.294 -1.3 -2.1 -1.2
H -1.278 -0.597 -0.049 1.7 -0.4 2.3
H 1.920 -1.125 0.283 -2.1 -0.6 -0.8
H 0.715 -2.225 -0.833 0.6 2.3 1.5
H -2.915 -2.805 4.309 -0.6 2.5 -1.1
H -5.214 -1.511 5.339 1.4 1.2 -1.9
H -5.721 1.064 4.061 2.2 -1.3 -0.8
H -4.011 1.982 2.180 0.5 -2.6 1.1
C -3.918 5.148 1.318 0.0 0.1 -0.2
C -3.929 6.132 2.477 0.1 0.0 0.2
C -4.358 5.499 3.803 0.0 0.1 0.1
C -5.787 4.942 3.832 0.0 -0.1 -0.1
C -6.890 5.949 3.500 0.0 -0.2 0.1
C -6.969 7.102 4.488 -0.1 0.2 -0.1
H -4.916 4.751 1.115 0.1 0.0 0.0
H -3.569 5.645 0.406 0.0 -0.2 0.1
H -3.246 4.309 1.524 0.0 0.0 0.0
H -4.572 6.984 2.232 0.0 0.0 0.1
H -2.917 6.537 2.599 -0.1 0.0 0.0
H -4.241 6.243 4.601 0.0 -0.1 0.0
H -3.665 4.685 4.049 0.0 0.1 0.0
H -5.974 4.526 4.831 0.0 0.1 -0.1
H -5.862 4.097 3.137 0.0 0.0 0.0
H -7.852 5.422 3.504 0.1 0.0 -0.1
H -6.760 6.341 2.486 0.0 -0.1 0.0
H -7.141 6.734 5.504 0.1 0.1 -0.1
H -7.797 7.768 4.224 0.1 0.0 0.1
H -6.052 7.698 4.487 -0.1 0.0 0.0
C 0.230 1.462 -9.777 0.0 -0.2 -0.1
C -0.101 1.823 -8.337 -0.1 0.2 0.0
C 0.336 3.239 -7.954 0.0 0.0 0.2
C 1.846 3.501 -8.018 0.0 0.0 -0.2
C 2.709 2.575 -7.159 0.1 0.2 -0.1
C 2.420 2.694 -5.670 0.1 -0.2 0.1
H 1.309 1.469 -9.958 -0.1 0.0 0.0
H -0.137 0.456 -10.006 0.1 0.1 -0.1
H -0.243 2.161 -10.473 0.1 0.0 0.0
H 0.345 1.087 -7.660 0.0 0.1 0.0
H -1.187 1.747 -8.201 0.1 0.0 0.1
H -0.028 3.456 -6.942 0.0 0.0 -0.1
H -0.167 3.957 -8.613 0.0 -0.1 0.0
H 2.029 4.540 -7.716 0.0 -0.1 0.0
H 2.183 3.428 -9.059 0.0 0.0 0.1
H 3.763 2.827 -7.329 -0.1 -0.1 0.0
H 2.588 1.533 -7.475 0.0 0.1 0.0
H 2.576 3.721 -5.324 -0.1 0.0 0.0
H 3.091 2.040 -5.103 -0.1 0.2 -0.1
H 1.393 2.401 -5.433 0.1 0.0 0.0
```
Positions in Å, forces in eV/Å.